1.
C2H8O5P | ωB97M-V with the def2-TZVPD basis set

```
16
Properties=species:S:1:pos:R:3:lowdin_charge:R:1
P 0.01 -0.10 0.14 0.240
O 0.13 0.63 -1.15 -0.356
O -0.82 -0.42 -4.99 -0.098
O -0.07 1.14 1.29 -0.314
O 1.51 -0.74 0.48 -0.280
O -1.03 -1.17 0.37 -0.365
C -1.34 1.80 1.62 -0.142
C 1.78 -1.59 1.53 -0.199
H 2.86 -1.77 1.57 0.073
H -2.21 1.38 1.09 0.073
H -0.52 0.00 -4.14 0.045
H -0.25 0.00 -5.68 0.035
H 1.27 -2.55 1.32 0.076
H -1.22 2.86 1.34 0.068
H 1.44 -1.21 2.51 0.079
H -1.53 1.74 2.71 0.065
```

The value obtained for the gap between HOMO and LUMO is 8.610 eV. Its energy above the lowest of the compared OMol25 structures with the same formula, charge and spin is 13.48 kJ/mol. Its charge is -1.

2.
C10H19AsBNO5P2 | ωB97M-V with the def2-TZVPD basis set

```
39
Properties=species:S:1:pos:R:3:lowdin_charge:R:1
As -0.61 -0.36 0.80 0.700
P 0.32 -0.97 2.98 0.716
P 1.07 1.25 0.36 0.736
O -1.61 1.06 3.02 -0.191
O 1.19 -0.83 -2.42 0.090
O -2.32 1.94 1.12 -0.132
O -0.06 -2.85 -2.41 0.101
O 1.04 -2.54 2.87 -0.477
N -3.50 -0.85 -2.26 0.041
C -3.22 0.14 -3.08 -0.239
C -1.67 1.10 1.79 -0.905
C 0.46 -1.91 -0.13 -0.255
C 0.86 2.96 0.99 -0.383
C 1.78 0.09 3.38 -0.392
C -1.70 -0.03 -0.94 -0.325
C 2.79 0.76 -0.07 -0.396
C -2.26 1.09 -2.92 -0.098
C -1.46 1.01 -1.79 -0.120
C -2.72 -0.91 -1.17 -0.194
B 0.56 -1.83 -1.67 -0.771
H -3.83 0.20 -3.99 0.078
H 2.68 -0.15 2.81 0.003
H 1.55 1.15 3.38 0.002
H 1.78 3.52 0.81 0.005
H 1.90 -1.18 -2.96 0.080
H -1.72 -1.44 1.21 -0.025
H -2.13 1.87 -3.66 0.082
H 0.19 -2.77 -3.33 0.074
H 1.47 -1.99 0.28 0.040
H 0.44 -3.14 2.42 -0.018
H 3.02 0.73 -1.13 -0.011
H 3.11 -0.18 0.39 0.001
H -2.88 -1.71 -0.47 0.076
H 3.48 1.51 0.34 0.007
H -0.08 -2.82 0.14 0.038
H -0.69 1.75 -1.64 0.058
H 0.06 3.47 0.47 0.004
H 0.64 3.05 2.06 0.008
H 2.05 -0.16 4.42 -0.006
```

The value obtained for the gap between HOMO and LUMO is 3.798 eV. Its charge is -2.

3.
C20H33ClNO4PS | ωB97M-V with the def2-TZVPD basis set

```
61
Properties=species:S:1:pos:R:3:lowdin_charge:R:1
Cl 2.93 -2.97 1.37 0.641
S 2.62 0.12 1.23 0.890
P 1.92 2.23 1.31 0.788
O 3.16 2.97 2.10 -0.288
O -1.68 0.62 -0.29 -0.327
O 1.98 2.82 -0.21 -0.253
O 5.78 0.71 3.33 0.143
N -2.94 0.36 -0.82 -0.213
C 6.14 0.19 -1.15 -0.069
C 5.99 -1.53 0.99 -0.066
C -2.69 2.77 -1.57 -0.069
C 5.69 0.65 0.06 -0.069
C 0.75 -2.88 -0.29 -0.104
C 1.07 -0.84 1.23 -0.393
C 6.51 -1.13 -1.29 -0.071
C 3.54 -0.06 2.79 -0.283
C -4.93 1.82 -1.26 -0.160
C -5.86 0.63 -1.08 -0.183
C 1.25 -2.37 1.07 -0.720
C -3.15 -1.78 0.27 -0.065
C -3.48 1.46 -1.64 -0.528
C 5.06 0.20 2.50 -0.379
C 6.45 -1.99 -0.22 -0.061
C -4.03 0.23 1.45 -0.038
C -3.44 0.97 -3.09 -0.046
C 5.59 -0.21 1.13 -0.226
C -3.79 -0.40 0.07 -0.548
C -5.13 -0.65 -0.64 -0.153
H 3.37 -1.04 3.23 0.082
H -4.52 1.20 1.39 0.068
H -6.40 0.42 -2.02 0.101
H -5.35 2.50 -2.01 0.111
H -6.64 0.89 -0.35 0.101
H -3.09 0.36 1.99 0.061
H -1.65 2.63 -1.89 0.065
H -3.13 3.51 -2.25 0.076
H -2.69 3.19 -0.57 0.075
H 5.93 -2.19 1.85 0.122
H 0.48 -0.50 0.34 0.080
H -3.83 1.72 -3.79 0.073
H -0.33 -3.05 -0.21 0.079
H 3.97 2.89 1.56 0.045
H 6.74 -3.04 -0.29 0.117
H -2.23 -1.71 0.86 0.050
H 2.79 2.48 -0.63 0.060
H 0.42 -0.62 2.09 0.107
H 0.98 -2.17 -1.08 0.090
H 1.20 -3.85 -0.53 0.069
H -5.80 -1.23 0.01 0.110
H 5.39 1.69 0.18 0.109
H 6.20 0.84 -2.02 0.115
H 0.62 -2.84 1.83 0.101
H -4.67 -0.42 2.06 0.074
H -3.84 -2.45 0.81 0.075
H -2.92 -2.24 -0.69 0.079
H 6.85 -1.53 -2.24 0.115
H -4.03 0.06 -3.22 0.067
H -4.92 2.39 -0.33 0.099
H 3.20 0.72 3.49 0.093
H -2.42 0.74 -3.39 0.077
H -4.96 -1.27 -1.52 0.105
```

The value obtained for the gap between HOMO and LUMO is 2.931 eV. Its charge is 0.

4.
ClFS2 | ωB97M-V with the def2-TZVPD basis set

```
4
Properties=species:S:1:pos:R:3:lowdin_charge:R:1
Cl -1.74 1.33 -0.09 -0.049
S 0.96 -0.35 -0.62 0.450
S -0.79 -0.70 -0.27 0.134
F 1.57 -0.27 0.97 -0.536
```

The value obtained for the gap between HOMO and LUMO is 9.185 eV. Its structure (SMILES) is FSSCl. Its energy above the lowest of the compared OMol25 structures with the same formula, charge and spin is 0.00 kJ/mol. Its charge is 0.

5.
C20H31N3PdSb2 | ωB97M-V with the def2-TZVPD basis set

```
57
Properties=species:S:1:pos:R:3:lowdin_charge:R:1
Sb -1.67 -0.48 -0.03 1.418
Sb 0.73 2.16 -1.32 1.398
Pd 0.77 -0.05 -0.07 0.329
N 1.33 -1.75 1.00 -0.197
N 2.73 -1.43 1.35 0.194
N 0.08 -0.79 2.92 0.113
C -2.26 -0.45 -2.10 -0.271
C 1.28 -2.98 0.24 -0.100
C -4.20 2.65 -3.01 -0.048
C -3.84 1.40 -2.54 -0.045
C -1.91 3.04 -3.60 -0.057
C 0.85 -4.11 0.79 -0.044
C 3.43 -1.23 3.73 -0.167
C -0.07 1.43 -3.17 -0.298
C -1.54 1.78 -3.12 -0.313
C 2.76 1.43 -1.27 -0.284
C 0.61 -3.14 3.02 -0.006
C -3.22 3.48 -3.55 -0.046
C -2.83 1.00 0.91 -0.256
C 0.50 -4.19 2.21 -0.039
C 4.81 -0.79 3.28 -0.080
C 2.49 -1.45 2.61 -0.209
C 0.88 4.23 -1.68 -0.238
C -2.52 0.94 -2.59 -0.303
C -2.31 -2.34 0.73 -0.252
C 1.01 -1.79 2.53 -0.423
H 0.16 0.37 -3.22 0.056
H 0.42 -3.23 4.08 0.132
H -1.16 3.66 -4.07 0.119
H 1.49 4.31 -2.58 0.040
H -3.89 0.73 0.84 0.033
H 3.10 1.20 -2.28 0.032
H 0.50 0.09 3.20 0.101
H -0.56 -1.11 3.64 0.102
H 2.91 0.54 -0.65 -0.024
H -3.40 -2.35 0.69 0.034
H -3.49 4.45 -3.95 0.119
H -4.61 0.74 -2.16 0.122
H -2.66 1.95 0.42 0.015
H 0.19 -5.15 2.61 0.125
H -2.54 1.06 1.96 0.017
H 5.46 -0.66 4.14 0.087
H -1.49 -0.99 -2.66 0.067
H 4.77 0.16 2.75 0.078
H -3.17 -1.04 -2.14 0.078
H -5.23 2.97 -2.96 0.119
H 0.82 -5.01 0.19 0.124
H 1.36 4.73 -0.85 0.027
H -1.91 -3.15 0.12 0.021
H 3.40 2.19 -0.83 0.027
H 0.41 1.93 -4.01 0.081
H 5.27 -1.53 2.62 0.084
H 2.97 -0.51 4.42 0.129
H 1.65 -2.90 -0.77 0.120
H 3.48 -2.17 4.30 0.137
H -0.12 4.63 -1.85 0.018
H -1.98 -2.45 1.76 0.003
```

The value obtained for the gap between HOMO and LUMO is 6.543 eV. Its energy above the lowest of the compared OMol25 structures with the same formula, charge and spin is 446.41 kJ/mol. Its charge is +2.

LUMO / eV: 3.7060; 4.5743; -1.0796; -1.3673; -7.6072